DFT (ωB97M-V with the def2-TZVPD basis set) results for a molecular structure, C31H39N5Pt at a distorted geometry.

```
! wB97M-V def2-TZVPD RIJCOSX def2/J DEFGRID3
* xyz -2 3
Pt 0.63 -0.24 -0.29
N 0.40 0.98 4.36
N 3.25 0.73 -0.18
C -1.23 0.25 -1.34
C -1.21 1.54 -0.62
C -1.71 1.30 0.69
C -1.74 2.26 1.82
H -1.65 3.29 1.47
H -0.88 2.05 2.54
H -2.67 2.14 2.38
C -2.12 -0.05 0.80
C -2.84 -0.59 1.99
H -3.70 0.08 2.21
H -2.17 -0.58 2.88
H -3.22 -1.61 1.82
C -1.76 -0.74 -0.39
C -2.32 -2.07 -0.79
H -2.14 -2.83 -0.01
H -1.91 -2.43 -1.74
H -3.42 -2.00 -0.92
C -0.81 2.84 -1.20
H -1.72 3.44 -1.36
H -0.32 2.71 -2.17
H -0.14 3.41 -0.54
C -1.24 0.10 -2.82
H -1.15 -0.95 -3.11
H -0.40 0.65 -3.26
H -2.18 0.50 -3.24
C 0.74 0.22 5.40
H 0.02 0.23 6.23
C 1.85 -0.58 5.52
H 2.07 -1.09 6.45
C 2.69 -0.69 4.41
H 3.57 -1.33 4.39
C 2.38 -0.04 3.20
H 2.97 -0.08 2.22
C 1.02 0.66 3.16
C 0.10 1.11 2.08
H 1.00 2.14 1.53
C 2.54 0.09 -1.04
C 4.10 1.58 -0.75
H 4.44 2.25 0.02
C 4.26 1.14 -2.02
H 4.95 1.62 -2.74
N 3.34 0.06 -2.27
C 2.69 -0.15 -3.60
C 2.38 0.97 -4.41
C 1.88 0.61 -5.66
H 1.74 1.40 -6.36
C 1.61 -0.70 -5.98
C 1.19 -1.04 -7.38
H 0.44 -1.84 -7.39
H 2.03 -1.38 -8.01
H 0.76 -0.16 -7.89
C 1.75 -1.72 -5.05
H 1.50 -2.72 -5.30
C 2.28 -1.47 -3.79
C 2.49 -2.47 -2.70
H 3.47 -2.30 -2.22
H 2.46 -3.47 -3.14
H 1.72 -2.42 -1.90
C 2.47 2.37 -3.91
H 3.47 2.63 -3.56
H 1.74 2.60 -3.11
H 2.24 3.02 -4.76
C -1.53 -3.93 3.10
N -0.22 -3.31 2.91
C 0.83 -3.62 3.89
C 0.00 -2.50 1.92
N 0.49 -1.71 1.15
H -1.40 -4.75 3.81
H -1.91 -4.32 2.14
H -2.26 -3.21 3.51
H 1.81 -3.69 3.40
H 0.89 -2.86 4.69
H 0.57 -4.57 4.35
*
```

Calculated values
- ⟨S²⟩: 2.03
- Max |F|: 0.1754 Eh/bohr
- HOMO energy (alpha / beta): 1.59 / 0.83 eV